Entry 1:
{"formula": "C41H46N4O4PScSi", "method": "ωB97M-V/def2-TZVPD", "symbols": ["Sc", "C", "N", "C", "C", "O", "C", "O", "C", "C", "O", "N", "C", "C", "H", "H", "H", "H", "H", "H", "H", "H", "H", "H", "H", "H", "H", "H", "H", "H", "O", "N", "C", "C", "C", "C", "C", "C", "C", "P", "C", "C", "C", "C", "C", "C", "C", "C", "C", "C", "C", "C", "H", "H", "H", "H", "H", "H", "H", "H", "H", "H", "H", "H", "H", "H", "H", "H", "C", "Si", "C", "C", "C", "C", "H", "H", "H", "H", "H", "H", "H", "H", "H", "N", "C", "C", "C", "C", "C", "C", "C", "C", "C", "H", "H", "H", "H", "H"], "positions_angstrom": [[1.060461, 0.367543, -0.051224], [4.490915, -1.176549, 3.383496], [4.393735, -0.489656, 2.106248], [5.365376, 0.565602, 1.870755], [3.255389, -0.508129, 1.299765], [3.094856, 0.269260, 0.362177], [2.183540, -1.541896, 1.615474], [1.093128, -1.478499, 0.708505], [1.153765, -2.414514, -0.357943], [1.645353, -1.783454, -1.653783], [1.924620, -0.587449, -1.680122], [1.755817, -2.605438, -2.773618], [2.176237, -2.004187, -4.029006], [1.269068, -3.973022, -2.853448], [5.532850, -1.455370, 3.565838], [3.882943, -2.082003, 3.409698], [4.148603, -0.497440, 4.169975], [6.369382, 0.185995, 2.081682], [5.140575, 1.403326, 2.537794], [5.337064, 0.917692, 0.835820], [1.778637, -1.301158, 2.604122], [2.619977, -2.545028, 1.653806], [0.126466, -2.753246, -0.528916], [1.770469, -3.282301, -0.103459], [2.617206, -1.014170, -3.887671], [1.302942, -1.912564, -4.681990], [2.919089, -2.652932, -4.502537], [1.037075, -4.397393, -1.876432], [2.034172, -4.593158, -3.329650], [0.361099, -3.983357, -3.464034], [3.380801, 2.193428, -1.247414], [2.011545, 1.909261, -1.184885], [1.373435, 2.985033, -0.835038], [-0.103837, 3.055122, -0.649401], [-0.571061, 4.200897, 0.016794], [-1.927978, 4.352730, 0.292286], [-2.822567, 3.358449, -0.085182], [-2.366330, 2.219620, -0.756319], [-1.007973, 2.051786, -1.075913], [-0.403054, 0.641836, -2.011874], [-1.562543, -0.734286, -1.969084], [-2.810348, -0.769334, -2.604313], [-3.598344, -1.925521, -2.583168], [-3.144156, -3.074249, -1.939597], [-1.905583, -3.066487, -1.308890], [-1.127454, -1.906083, -1.320392], [-0.413206, 1.206688, -3.735055], [0.680699, 0.848058, -4.542811], [0.759397, 1.251457, -5.877844], [-0.261613, 2.017345, -6.431109], [-1.350653, 2.388992, -5.646490], [-1.420899, 1.994146, -4.306395], [3.755662, 1.335479, -1.519397], [1.936240, 3.915522, -0.634926], [0.119498, 4.977037, 0.338504], [-2.284554, 5.238913, 0.811280], [-3.881532, 3.464969, 0.138950], [-3.102712, 1.470121, -1.032027], [-3.185991, 0.095967, -3.140713], [-4.561212, -1.932089, -3.086552], [-3.747944, -3.978235, -1.942110], [-1.533796, -3.962808, -0.819373], [-0.152086, -1.935756, -0.835387], [1.496293, 0.257144, -4.129200], [1.619269, 0.969343, -6.479194], [-0.204595, 2.331810, -7.469576], [-2.147522, 2.990295, -6.076394], [-2.279681, 2.309689, -3.721108], [0.187944, 2.418908, 5.693653], [1.484040, 1.180794, 5.132875], [1.228402, -0.434524, 6.056270], [3.190058, 1.854215, 5.536944], [1.332530, 0.889902, 3.278572], [1.236582, 0.705686, 2.104283], [0.265932, 2.596449, 6.770432], [-0.818945, 2.048260, 5.479819], [0.318447, 3.375373, 5.178696], [1.314167, -0.278331, 7.135704], [1.977176, -1.173870, 5.756766], [0.236498, -0.846414, 5.847681], [3.290452, 2.027467, 6.612566], [3.364001, 2.802459, 5.019669], [3.967259, 1.147980, 5.229982], [-8.766470, -1.904411, 1.152445], [-7.631931, -1.678313, 1.061682], [-6.229798, -1.398975, 0.949498], [-5.324447, -1.973566, 1.848531], [-3.956760, -1.701050, 1.739001], [-3.486240, -0.852308, 0.729863], [-4.392909, -0.278044, -0.168953], [-5.760638, -0.550496, -0.059487], [-2.082671, -0.572721, 0.617464], [-0.916022, -0.340397, 0.524039], [-5.675822, -2.635732, 2.638550], [-3.263740, -2.155266, 2.445713], [-4.042202, 0.384128, -0.959152], [-6.454271, -0.096563, -0.765929], [0.314954, 2.016566, 0.380817]], "atomic_forces_ev_per_a": [[-0.39, 4.06, 1.69], [-0.21, 0.11, -0.08], [-1.65, -0.28, -1.93], [0.03, 0.19, 0.08], [1.77, -0.30, 1.96], [2.18, -0.95, 0.39], [0.94, -0.97, 1.23], [2.15, -3.47, 0.42], [3.28, -2.79, 1.26], [0.94, -1.88, -1.92], [1.14, -2.22, -1.35], [0.13, 1.55, 2.04], [0.03, -0.29, -0.22], [-0.03, 0.12, -0.10], [-0.15, 0.05, -0.04], [0.07, 0.13, -0.05], [0.06, -0.23, 0.06], [-0.14, 0.03, 0.04], [0.16, 0.09, -0.09], [-0.18, -0.14, 0.27], [0.14, -0.22, -0.36], [-0.06, -0.13, -0.31], [2.80, -3.51, 1.98], [0.37, 0.23, 0.14], [-0.02, -0.54, 0.22], [0.16, 0.03, -0.10], [-0.10, 0.02, 0.02], [0.05, 0.15, -0.11], [-0.10, 0.03, 0.05], [0.02, -0.16, 0.07], [0.41, -0.51, -0.75], [0.16, 2.91, -1.01], [-0.04, -0.32, -0.19], [0.97, -0.66, 0.89], [-0.80, 1.01, -0.33], [0.29, -0.49, -0.22], [-0.43, 0.18, 0.42], [1.29, 0.39, -0.67], [-3.72, 1.03, -1.98], [-1.74, 0.82, -0.77], [-1.47, -0.78, -1.35], [0.51, -0.35, -0.22], [0.30, -0.45, -0.04], [-0.40, 0.28, -0.34], [0.72, 0.56, -0.23], [-2.38, 0.66, -2.15], [0.40, 0.08, -0.87], [-0.11, 0.22, -0.12], [-0.19, -0.04, 0.28], [0.00, -0.01, 0.08], [0.13, -0.19, 0.29], [0.01, -0.02, -0.31], [-0.13, 0.48, 0.27], [-0.15, -0.53, -0.01], [0.03, -0.26, -0.07], [0.09, -0.11, -0.08], [0.17, -0.05, -0.02], [0.83, 0.61, -0.07], [0.11, 0.03, 0.02], [0.10, 0.02, 0.12], [0.04, 0.16, 0.03], [-0.04, -0.03, 0.07], [-5.00, 3.72, -2.52], [-0.52, 0.57, -0.02], [-0.10, 0.04, 0.07], [-0.01, -0.03, 0.14], [0.11, -0.08, 0.10], [0.17, -0.01, 0.11], [0.10, -0.08, -0.01], [-0.42, 0.06, -1.23], [0.02, 0.03, -0.06], [-0.02, -0.02, -0.02], [0.56, 0.99, 5.12], [-1.00, 0.56, -2.06], [-0.02, 0.01, -0.03], [0.10, 0.05, -0.02], [-0.04, -0.10, 0.02], [0.01, -0.04, -0.05], [-0.05, -0.02, 0.05], [0.09, 0.02, 0.00], [0.03, -0.01, -0.05], [0.00, -0.09, 0.02], [0.00, 0.18, 0.10], [1.23, 0.24, -0.11], [-1.28, -0.25, 0.11], [0.36, 0.03, -0.05], [0.58, 0.02, 0.03], [-0.86, -0.24, 0.04], [0.60, 0.11, -0.01], [-1.16, -0.09, 0.35], [0.61, 0.20, -0.11], [-3.18, -0.37, 1.62], [0.57, 1.87, 0.30], [-0.01, 0.18, -0.21], [-0.09, 0.19, -0.22], [-0.62, -0.75, 0.58], [0.08, -0.14, 0.21], [0.81, -0.07, 1.86]], "relative_energy_kj_mol": 0.00, "energy_ev": -95267.506, "lumo_energy_ha": [-0.0076, -0.0076], "charge": 0}

=====

Entry 2:
{"formula": "C41H46P2Pb", "method": "ωB97M-V/def2-TZVPD", "symbols": ["Pb", "C", "C", "C", "C", "C", "C", "C", "C", "C", "H", "H", "H", "H", "H", "H", "H", "H", "H", "H", "H", "H", "H", "H", "H", "P", "P", "C", "C", "C", "C", "C", "C", "C", "C", "C", "C", "C", "C", "C", "C", "C", "C", "C", "C", "C", "C", "C", "C", "C", "C", "C", "C", "H", "H", "H", "H", "H", "H", "H", "H", "H", "H", "H", "H", "H", "H", "H", "H", "H", "H", "H", "H", "H", "H", "C", "C", "C", "C", "C", "C", "H", "H", "H", "H", "H", "H", "H", "H", "H"], "positions_angstrom": [[-0.256876, 0.350366, 2.036485], [-1.885053, 0.828844, -5.607404], [-1.912805, -0.402948, -5.183103], [-1.055136, -1.564971, -5.619500], [0.271652, -1.194853, -6.323963], [1.181285, -0.343758, -5.468528], [1.209175, 0.960674, -5.341084], [0.350832, 1.986720, -6.029739], [-0.977116, 1.469409, -6.633449], [1.535131, 0.506276, 3.702767], [-2.635834, 1.560654, -5.238374], [-2.701146, -0.717431, -4.467482], [-1.614236, -2.238723, -6.288838], [-0.809936, -2.164816, -4.733028], [0.800650, -2.144014, -6.493959], [0.075070, -0.772747, -7.312914], [1.934022, -0.967145, -4.949018], [1.996753, 1.436164, -4.729603], [0.909926, 2.490947, -6.833888], [0.106132, 2.772460, -5.302718], [-1.505424, 2.357191, -7.010423], [-0.780615, 0.833327, -7.500674], [1.583451, 1.571081, 3.996508], [2.237751, 0.390746, 2.823208], [2.172598, -0.041262, 4.417144], [-1.651409, -0.611930, -0.019210], [1.617719, -0.013812, 0.154642], [-0.573422, -0.803320, -1.439359], [0.791537, -0.587894, -1.372049], [-2.538556, -2.089002, 0.387895], [-2.879415, -2.871683, -0.731569], [-3.603312, -4.047002, -0.569469], [-3.959081, -4.442910, 0.736018], [-3.595773, -3.682032, 1.870780], [-2.866220, -2.500865, 1.702266], [-2.764131, 0.792509, -0.209122], [-2.311342, 2.131058, -0.154985], [-3.233775, 3.159107, -0.375011], [-4.586579, 2.838148, -0.611778], [-5.043663, 1.505891, -0.619874], [-4.124737, 0.485711, -0.395694], [3.086535, -1.034234, 0.406796], [2.970418, -2.325944, 0.966857], [4.109701, -3.113567, 1.173240], [5.379604, -2.599631, 0.828476], [5.516849, -1.305539, 0.285931], [4.365845, -0.535979, 0.086260], [2.230816, 1.654420, -0.240867], [2.421973, 2.621448, 0.768886], [2.871460, 3.908561, 0.453401], [3.120015, 4.243019, -0.893545], [2.920202, 3.298651, -1.920049], [2.471725, 2.017051, -1.582977], [-1.091298, -1.083989, -2.376300], [1.404632, -0.740364, -2.283256], [-2.587106, -2.531520, -1.721610], [-3.884309, -4.636825, -1.459868], [-4.529895, -5.367063, 0.864026], [-3.896060, -4.021499, 2.876994], [-2.571017, -1.897454, 2.562185], [-1.255346, 2.343497, 0.038932], [-2.909712, 4.212378, -0.375434], [-5.306041, 3.639167, -0.789379], [-6.097057, 1.251619, -0.801340], [-4.427026, -0.556975, -0.393077], [1.979670, -2.698810, 1.223528], [4.028007, -4.131942, 1.595645], [6.272961, -3.211850, 0.985146], [6.509029, -0.902649, 0.018093], [4.457109, 0.459721, -0.331838], [2.228941, 2.364245, 1.807275], [3.036582, 4.652686, 1.248473], [3.471263, 5.250186, -1.143225], [3.118097, 3.558696, -2.978592], [2.317298, 1.282362, -2.368999], [1.254559, 0.702653, 7.284198], [-0.062288, -0.017225, 6.836716], [-0.041045, -1.474317, 7.333554], [-1.285921, 0.757612, 7.346572], [-0.348515, -0.135655, 5.400257], [-0.046802, -0.095413, 4.203931], [1.304206, 0.728527, 8.397374], [1.284293, 1.742811, 6.909589], [2.150349, 0.172134, 6.910646], [-0.030170, -1.520840, 8.437933], [-0.935056, -1.977003, 6.927693], [0.849170, -1.987517, 6.919622], [-1.246376, 1.780500, 6.922392], [-2.174643, 0.255144, 6.927730], [-1.313697, 0.782531, 8.450144]], "atomic_forces_ev_per_a": [[-1.96, 1.46, 0.06], [-0.56, 2.16, -0.55], [-0.65, -2.06, 0.63], [0.43, 0.16, -0.18], [-0.13, -0.50, 0.11], [0.46, -1.58, -0.09], [0.60, 1.55, 0.03], [-0.53, -0.09, -0.14], [0.16, 0.40, 0.01], [2.22, 0.52, 2.13], [0.48, -0.75, 0.09], [0.46, 0.47, -0.36], [-0.04, 0.21, 0.22], [-0.04, 0.04, -0.05], [-0.12, 0.23, -0.10], [0.14, -0.10, 0.29], [-0.36, 0.63, -0.03], [-0.36, -0.49, -0.14], [0.06, -0.16, 0.24], [0.06, -0.09, -0.05], [0.13, -0.26, -0.05], [-0.15, 0.19, 0.23], [0.05, -0.37, -0.11], [-1.19, -0.16, -0.02], [-0.47, 0.15, 0.13], [1.30, 1.06, 1.31], [-0.38, -0.45, 0.38], [1.48, -0.02, -0.87], [-1.95, -0.40, -0.75], [-0.59, -1.00, -0.92], [-0.36, -0.25, 0.68], [-0.04, -0.24, 0.37], [0.09, 0.15, -0.08], [-0.11, -0.23, -0.58], [-0.12, 0.09, -0.66], [-0.71, -0.18, -0.51], [-0.38, -0.35, -0.35], [-0.42, -0.30, -0.08], [0.04, -0.16, 0.02], [0.28, 0.40, 0.18], [0.30, 0.60, -0.17], [1.17, -0.44, -0.36], [0.29, 0.26, -0.24], [0.35, 0.30, -0.22], [-0.22, 0.23, -0.07], [-0.32, -0.49, 0.29], [0.00, -0.44, 0.09], [0.24, 0.72, -0.70], [0.11, -0.08, -0.28], [0.07, -0.17, -0.57], [-0.08, -0.23, -0.01], [0.02, 0.26, 0.37], [0.12, 0.15, 0.37], [0.88, 0.10, 0.15], [-0.51, 0.08, 0.47], [-0.15, -0.14, 0.09], [0.12, 0.26, 0.72], [0.19, 0.34, 0.03], [0.26, 0.24, -0.67], [-0.01, -0.12, -0.23], [-0.40, -0.06, -0.12], [-0.20, -0.66, 0.05], [0.24, -0.17, 0.05], [0.51, 0.31, 0.11], [-0.10, 0.16, -0.06], [0.16, 0.03, 0.05], [0.00, 0.76, -0.28], [-0.35, 0.20, -0.03], [-0.66, -0.31, 0.21], [0.02, -0.05, 0.02], [-0.03, 0.02, -0.15], [-0.14, -0.47, -0.48], [-0.14, -0.41, 0.09], [-0.16, -0.16, 0.83], [0.03, 0.15, 0.07], [-0.20, -0.07, -0.17], [-0.21, 0.01, 0.08], [-0.08, -0.06, 0.14], [-0.05, 0.00, 0.32], [0.15, -0.21, 0.13], [2.56, -0.07, -0.85], [-0.04, -0.02, -0.66], [-0.02, -0.46, 0.16], [-0.42, 0.22, 0.15], [0.03, -0.09, -0.39], [0.33, 0.05, 0.38], [-0.42, 0.20, 0.31], [-0.12, -0.43, 0.40], [0.20, 0.31, 0.47], [-0.12, 0.16, -0.33]], "relative_energy_kj_mol": 120.12, "energy_ev": -67078.833, "lumo_energy_ha": [-0.0007, -0.0013], "charge": 0}